Record 1
Density functional theory data (wB97M-V/def2-TZVPD) for the molecule C6H10.

Structure (XYZ):
```
16
C6H10 | the OMol25 dataset | wB97M-V/def2-TZVPD
C 2.2159 0.1436 0.0690
C -1.5121 0.8544 -0.1434
C -0.0570 1.1431 -0.3929
C -1.5522 -0.6693 0.1472
C -0.0843 -1.1587 0.0759
C 0.7289 0.1055 -0.1096
H 0.3000 2.1428 -0.6315
H -2.1894 -1.2147 -0.5569
H 2.7522 -0.3750 -0.7334
H 0.2128 -1.7380 0.9594
H 2.4933 -0.3453 1.0127
H 0.0766 -1.8181 -0.7883
H 2.5724 1.1780 0.1170
H -1.9708 -0.8417 1.1429
H -1.7781 1.4174 0.7593
H -2.2080 1.1760 -0.9274
```

Output
Energy relative to the best compared isomer or geometry (same formula, charge and spin): 0.148 eV
HOMO energy: -8.67 eV
Strongest force on any atom: 0.3 eV/Å
HOMO-LUMO gap: 9.824 eV
Structure (SMILES): CC1=CCCC1
2S+1: 1

Need the Mulliken charges? In units of e they are: -1.27 -0.52 -0.58 -0.58 -0.52 0.55 0.38 0.26 0.27 0.29 0.31 0.26 0.32 0.25 0.24 0.34

---

Record 2
Density functional theory data (wB97M-V/def2-TZVPD) for a cluster of 2 separate species, C6H10 in total.

Structure (XYZ):
```
16
C6H10 | the OMol25 dataset | wB97M-V/def2-TZVPD
C 0.7922 -1.5602 0.1766
C -0.0453 -1.2620 -0.8155
C -0.1420 0.0567 -1.4588
C 0.9250 0.7866 -1.7765
C -0.7407 0.2691 1.9682
C -0.8399 1.3458 1.1990
H 0.1478 0.0665 2.5614
H -0.7180 -2.0259 -1.2029
H 0.8323 1.7327 -2.2995
H -0.0332 2.0689 1.1135
H -1.5284 -0.4800 2.0137
H 0.8473 -2.5622 0.5922
H -1.7238 1.5306 0.5920
H -1.1367 0.4077 -1.7386
H 1.9264 0.4299 -1.5461
H 1.4370 -0.8042 0.6214
```

Output
Energy relative to the best compared isomer or geometry (same formula, charge and spin): 2.199 eV
HOMO energy: -9.11 eV
Strongest force on any atom: 0.3 eV/Å
HOMO-LUMO gap: 10.226 eV
Structure (SMILES): C=CC=C.C=C
2S+1: 1

Need the Mulliken charges? In units of e they are: -0.89 0.01 -0.19 -0.71 -0.56 -0.47 0.29 0.30 0.27 0.23 0.25 0.27 0.24 0.40 0.27 0.29

---

> Number 1 is which compound?

C6H10